Computed, not measured: the molecule C3H4N2O2 in a non-equilibrium geometry, with ωB97M-V/def2-TZVPD.

Computed properties:
net charge	0
frontier orbital gap	0.3293	Ha
structure (SMILES)	OC1(O)C=CN=N1
highest occupied orbital energy	-9.2	eV
DFT total energy	-376.6153	a.u.

```
11
C3H4N2O2 ωB97M-V/def2-TZVPD
O -1.38 0.36 1.16
C -0.60 0.21 -0.01
O -1.32 0.33 -1.18
C 0.22 -0.91 -0.14
C 1.49 -0.49 -0.07
N 1.59 0.90 -0.08
N 0.50 1.41 -0.01
H -0.86 0.18 1.98
H -1.83 1.12 -1.34
H -0.16 -1.90 -0.32
H 2.36 -1.20 0.01
```

Taken from the Mulliken analysis, the atomic charges in e are: -0.538 1.088 -0.502 -0.559 -0.334 -0.227 -0.326 0.339 0.330 0.356 0.374

Computed, not measured: a structure of composition C12H16Cl6O3Pt in a non-equilibrium geometry, with ωB97M-V/def2-TZVPD.

Computed properties:
net charge	-2
frontier orbital gap (alpha / beta)	0.1646 / 0.2066	Ha
spin multiplicity	5
highest occupied orbital energy (alpha / beta)	0.3 / -1.4	eV
DFT total energy	-3573.0078	a.u.

```
38
C12H16Cl6O3Pt ωB97M-V/def2-TZVPD
C -0.90 0.77 -1.07
C -1.05 -0.57 -1.67
C 0.21 -1.13 -1.84
C -2.32 -1.14 -2.16
C 1.22 -0.14 -1.46
C 0.56 1.02 -1.07
C 1.17 2.30 -0.70
C -1.86 1.85 -1.31
C 0.49 -2.50 -2.30
C 2.68 -0.36 -1.50
Pt -1.10 -0.18 1.08
Cl -1.93 -2.32 0.97
Cl -3.32 0.59 1.19
Cl 0.98 -1.47 1.04
H -3.16 -0.51 -1.85
H -2.48 -2.14 -1.74
H -2.32 -1.21 -3.26
H -0.25 -3.20 -1.87
H 1.49 -2.83 -2.00
H 0.41 -2.57 -3.40
H 2.96 -1.32 -1.02
H 3.19 0.44 -0.96
H 3.04 -0.37 -2.54
H 2.20 2.17 -0.33
H 0.55 2.76 0.09
H 1.21 2.95 -1.59
H -2.87 1.51 -1.02
H -1.84 2.13 -2.37
H -1.60 2.70 -0.68
O -0.64 1.81 1.43
H 0.12 1.68 2.04
Cl 1.95 -1.67 5.00
C 0.89 -0.22 5.11
Cl -0.51 -0.56 6.14
Cl 1.79 1.16 5.78
C 0.45 0.13 3.59
O 1.30 0.78 2.97
O -0.71 -0.32 3.26
```

Taken from the Mulliken analysis, the atomic charges in e are: 1.248 0.234 1.029 -1.483 0.257 0.570 -1.910 -1.480 -1.886 -1.600 1.156 -0.541 -0.638 -0.529 0.308 0.318 0.335 0.361 0.319 0.297 0.355 0.362 0.270 0.438 0.325 0.268 0.317 0.314 0.382 -0.878 0.316 -0.166 0.468 -0.168 -0.179 0.492 -0.625 -0.656

Computed, not measured: a structure of composition C25H26Cl2N11O2PS3SeZr in a non-equilibrium geometry, with ωB97M-V/def2-TZVPD.

Computed properties:
net charge	+2
frontier orbital gap	0.1716	Ha
highest occupied orbital energy	-11.9	eV
DFT total energy	-6625.4430	a.u.

```
72
C25H26Cl2N11O2PS3SeZr ωB97M-V/def2-TZVPD
Zr -0.86 -0.59 -1.02
S 1.14 0.12 0.45
C 0.18 0.55 1.84
N 0.54 0.34 3.11
N 1.61 -0.33 3.33
C 2.03 -0.69 4.64
C 1.35 -0.24 5.76
C 1.80 -0.67 6.99
C 2.90 -1.51 7.10
C 3.57 -1.94 5.96
C 3.14 -1.53 4.71
N -1.05 1.04 1.76
N -1.63 0.97 0.61
C -2.83 1.79 0.59
C -3.23 2.48 1.73
C -4.37 3.27 1.68
C -5.11 3.40 0.51
C -4.70 2.72 -0.63
C -3.56 1.92 -0.58
H 2.12 -0.73 2.55
H 0.48 0.40 5.66
H 1.28 -0.34 7.88
H 3.24 -1.83 8.08
H 4.42 -2.60 6.04
H 3.64 -1.88 3.82
H -2.68 2.40 2.64
H -4.68 3.79 2.57
H -5.99 4.02 0.49
H -5.26 2.80 -1.54
H -3.30 1.38 -1.48
S -1.46 -2.11 0.99
C 0.09 -2.88 0.82
S 0.65 -2.79 -0.81
C 0.86 -3.30 1.87
C 0.37 -3.28 3.21
N -0.02 -3.23 4.29
C 2.24 -3.54 1.63
N 3.37 -3.60 1.42
Cl -2.16 -2.87 -2.37
C -3.68 -2.75 -1.44
Cl -3.89 -1.08 -0.90
H -3.56 -3.38 -0.56
H -4.52 -3.02 -2.07
N 1.05 -1.37 -5.46
C 2.31 -1.38 -4.64
P 1.98 -0.38 -3.13
O 2.24 1.06 -3.36
O 0.58 -0.89 -2.78
C 3.25 -0.94 -1.91
N 3.82 0.28 -1.27
H 0.26 -1.48 -4.81
H 1.04 -2.12 -6.15
H 0.94 -0.48 -5.95
H 3.12 -0.98 -5.25
H 2.51 -2.42 -4.40
H 4.06 -1.46 -2.43
H 2.84 -1.60 -1.14
H 4.75 0.11 -0.90
H 3.20 0.57 -0.48
H 3.83 1.04 -1.96
Se -3.19 0.48 -4.33
N -2.81 2.20 -4.58
C -1.86 2.55 -3.73
C -1.28 3.84 -3.50
C -0.39 3.95 -2.48
C -0.03 2.81 -1.67
N -0.50 1.61 -1.89
C -1.39 1.49 -2.91
N -1.94 0.30 -3.05
H -1.58 4.69 -4.09
H 0.06 4.90 -2.23
H 0.65 2.93 -0.84
```

Taken from the Mulliken analysis, the atomic charges in e are: -0.597 -0.599 -0.001 -0.581 0.626 0.610 -0.289 -0.617 -0.515 -0.770 -0.233 -0.605 1.079 0.423 -0.775 -0.650 -0.724 -1.111 0.628 0.053 0.444 0.394 0.404 0.405 0.381 0.506 0.429 0.434 0.438 0.242 -0.385 1.215 -0.447 0.349 -0.172 -0.452 -0.014 -0.593 0.052 -0.419 0.089 0.383 0.429 -0.158 -0.835 1.095 -0.953 -0.085 -0.686 -0.075 0.137 0.416 0.390 0.398 0.436 0.592 -0.002 0.427 -0.018 0.418 0.301 -0.761 0.635 -0.729 -1.119 -0.166 0.896 0.659 -0.228 0.544 0.511 0.500

Computed, not measured: a cluster of 9 separate species, C26H74ClN6O12 in total in a non-equilibrium geometry, with ωB97M-V/def2-TZVPD.

Computed properties:
net charge	0
frontier orbital gap (alpha / beta)	0.3227 / 0.1666	Ha
spin multiplicity	2
highest occupied orbital energy (alpha / beta)	-8.3 / -8.2	eV
DFT total energy	-2725.9691	a.u.

```
119
C26H74ClN6O12 ωB97M-V/def2-TZVPD
Cl 0.63 0.85 -0.25
O 1.46 1.87 -0.89
O -0.55 1.47 0.24
O 0.33 -0.20 -1.24
O 1.38 0.22 0.79
C -3.92 1.31 -1.88
O -2.80 0.44 -1.92
H -3.96 1.85 -2.82
H -4.84 0.72 -1.83
H -3.80 1.95 -1.01
H -2.03 0.78 -2.38
C 0.06 4.80 -1.79
O -1.37 4.46 -1.87
H 0.46 4.29 -0.90
H 0.55 4.43 -2.69
H 0.16 5.85 -1.51
H -1.78 4.77 -2.68
C -2.82 -3.22 -2.95
C -3.08 -3.29 -1.43
C -2.92 -4.68 -0.93
O -3.35 -4.61 0.40
C -4.68 -5.11 0.72
N -2.19 -2.31 -0.73
H -3.34 -3.98 -3.54
H -1.76 -3.42 -3.12
H -3.09 -2.23 -3.32
H -4.03 -2.85 -1.15
H -1.88 -4.96 -0.83
H -3.50 -5.39 -1.52
H -5.45 -4.71 0.07
H -4.90 -4.71 1.71
H -4.66 -6.20 0.78
H -1.28 -2.35 -1.17
H -2.49 -1.50 -1.25
C -2.40 1.34 3.26
C -2.67 -0.12 2.68
C -3.82 -0.18 1.65
O -4.06 -1.62 1.28
C -5.33 -1.68 0.74
N -1.43 -0.62 2.15
H -2.17 1.95 2.38
H -1.71 1.46 4.10
H -3.36 1.67 3.65
H -2.93 -0.70 3.56
H -3.59 0.43 0.78
H -4.67 0.32 2.11
H -5.48 -0.84 0.06
H -6.06 -1.62 1.55
H -5.54 -2.50 0.05
H -0.73 -0.49 2.87
H -1.08 0.07 1.49
C 2.65 -3.41 0.90
C 1.29 -3.63 1.57
C 1.14 -3.07 2.99
O -0.24 -2.87 3.43
C -0.23 -2.69 4.88
N 0.25 -3.04 0.66
H 2.80 -2.33 0.82
H 2.56 -3.81 -0.11
H 3.45 -3.92 1.43
H 1.11 -4.71 1.59
H 1.54 -2.06 2.98
H 1.81 -3.58 3.69
H -0.06 -3.57 5.51
H -1.25 -2.60 5.25
H 0.38 -1.88 5.30
H 0.29 -3.66 -0.14
H 0.69 -2.33 0.10
C 3.92 2.65 3.84
C 2.89 1.65 4.58
C 1.39 2.21 4.49
O 0.54 1.10 4.83
C -0.01 1.14 6.14
N 2.90 0.40 3.87
H 3.60 3.01 2.86
H 4.79 2.06 3.57
H 4.11 3.55 4.41
H 3.21 1.34 5.57
H 1.04 2.61 3.54
H 1.26 3.04 5.17
H -0.35 0.14 6.39
H -0.91 1.75 6.20
H 0.75 1.34 6.89
H 2.81 0.50 2.87
H 2.08 -0.12 4.16
C 5.55 -0.38 0.24
C 5.09 0.03 -1.19
C 6.18 -0.29 -2.24
O 7.11 0.73 -2.27
C 8.10 0.48 -3.31
N 3.79 -0.60 -1.51
H 6.49 0.10 0.50
H 5.76 -1.45 0.30
H 4.71 -0.19 0.91
H 4.90 1.10 -1.25
H 5.71 -0.58 -3.18
H 6.72 -1.20 -1.98
H 8.65 -0.32 -2.82
H 8.62 1.44 -3.37
H 7.60 0.30 -4.27
H 3.31 -0.56 -0.62
H 3.21 0.02 -2.06
C -0.38 1.31 -5.71
C -0.61 2.46 -4.79
C -1.75 3.41 -5.25
O -1.70 4.67 -4.39
C -2.30 5.83 -4.94
N -0.98 1.91 -3.44
H 0.04 1.83 -6.58
H -1.24 0.68 -5.93
H 0.39 0.67 -5.27
H 0.36 2.95 -4.77
H -2.73 2.95 -5.40
H -1.46 3.74 -6.24
H -1.97 6.36 -5.83
H -2.31 6.59 -4.16
H -3.37 5.65 -4.96
H -0.20 1.32 -3.20
H -1.01 2.63 -2.74
```

Atom charges from the Mulliken analysis, given in e for atoms 1 to 99: 1.502 -0.693 -0.934 -0.684 -0.242 -0.853 -0.132 0.217 0.241 0.270 0.389 -0.388 -0.556 0.074 0.127 0.355 0.433 -1.578 1.282 -0.877 -0.151 -0.858 0.309 0.470 0.339 0.322 -0.332 0.095 0.458 0.399 0.180 0.324 0.087 -0.162 -0.813 0.260 -0.533 -0.154 -0.982 1.082 0.246 -0.148 0.526 0.509 -0.162 0.502 0.345 0.327 0.227 -0.040 -0.321 -1.335 0.136 -0.290 -0.184 -0.957 -0.082 0.195 0.430 0.452 0.385 -0.295 0.497 0.425 0.324 0.249 0.274 -0.139 -1.490 0.479 -0.765 0.095 -1.026 -0.531 0.270 0.429 0.394 0.352 0.225 0.489 0.234 0.317 0.379 0.073 0.048 -1.232 0.953 -0.837 -0.330 -0.751 -0.661 0.422 0.338 0.023 0.218 0.422 0.375 0.334 0.234

Computed, not measured: a cluster of 2 separate species, H2 in total in a non-equilibrium geometry, with ωB97M-V/def2-TZVPD.

Computed properties:
net charge	0
frontier orbital gap	0.5919	Ha
highest occupied orbital energy	-13.8	eV
DFT total energy	-1.1536	a.u.

```
2
H2 ωB97M-V/def2-TZVPD
H 0.00 0.00 0.43
H 0.00 0.00 -0.43
```

Taken from the Mulliken analysis, the atomic charges in e are: 0.000 0.000

Computed, not measured: a structure of composition C3H3N3O2 in a non-equilibrium geometry, with ωB97M-V/def2-TZVPD.

Computed properties:
net charge	0
frontier orbital gap (alpha / beta)	0.3021 / 0.2981	Ha
highest occupied orbital energy (alpha / beta)	-8.8 / -8.9	eV
DFT total energy	-430.6945	a.u.

```
11
C3H3N3O2 ωB97M-V/def2-TZVPD
C -0.61 -0.44 0.75
C 0.97 -1.13 -0.80
C -0.33 0.84 -0.04
O 0.38 -1.41 0.41
N 1.88 0.55 -0.83
N 0.66 0.36 -0.98
N -0.67 2.03 0.07
O 1.31 -1.92 -1.62
H -1.43 2.19 0.73
H -0.56 -0.26 1.83
H -1.60 -0.81 0.49
```

Taken from the Mulliken analysis, the atomic charges in e are: -0.231 0.630 0.439 -0.326 -0.706 0.469 -0.597 -0.483 0.254 0.302 0.248

What relative energy (zero: lowest compared OMol25 entry of this formula, charge and spin) values result from the calculations? In sequence: 93.2 4.8 49.1 0.0 4.6 142.1 kcal/mol.